# 1
ORCA calculation (the ωB97M-V functional and the def2-TZVPD basis) on an isolated molecule of C6H10O at a distorted geometry.

Last column: Mulliken charge in e.
Atoms and positions in Å:
1 C -2.03420 -0.52600 0.24165  -1.313
2 C -0.86352 0.00424 -0.55278  0.189
3 O -0.52157 1.31180 -0.07665  -0.429
4 C 0.84954 1.50477 -0.31185  -0.565
5 C 1.51529 0.15055 -0.16469  0.194
6 C 1.16582 -0.59696 1.06035  -0.890
7 C 0.42034 -0.76785 -0.46138  -0.426
8 H -2.87660 0.16309 0.18491  0.336
9 H -1.75881 -0.65147 1.28760  0.307
10 H -2.36062 -1.49314 -0.14927  0.363
11 H -1.15316 0.07159 -1.61012  0.315
12 H 0.96776 1.70486 -1.42273  0.270
13 H 1.21001 2.30263 0.32789  0.334
14 H 2.49037 0.00811 -0.62009  0.374
15 H 0.54937 -0.15220 1.82252  0.226
16 H 1.87450 -1.32365 1.42958  0.305
17 H 0.52549 -1.71037 -0.98493  0.411

Forces on the atoms, in the same order (eV/Å):
C -0.1 0.0 0.0
C -0.1 0.2 0.0
O -0.4 -0.3 0.5
C 0.4 -0.1 -2.0
C 0.5 1.2 0.0
C -1.0 -0.7 -1.8
C 0.5 -1.4 2.6
H 0.0 0.0 0.0
H 0.0 0.0 0.0
H 0.1 0.1 0.0
H 0.0 0.0 -0.1
H 0.2 0.6 1.0
H 0.1 0.1 -0.1
H 0.0 0.2 0.1
H -0.1 0.3 -0.1
H -0.2 -0.3 -0.3
H 0.1 0.1 0.1

SMILES: C[C@H]1OC[C@H]2C[C@H]21
Strongest force on any atom in eV Å⁻¹: 2.99
HOMO-LUMO gap in Eh: 0.3849
Energy above the lowest of the compared OMol25 structures with the same formula, charge and spin in kJ/mol: 106.11
Total charge: 0

# 2
ORCA calculation (the ωB97M-V functional and the def2-TZVPD basis) on an isolated molecule of C6H10O at a distorted geometry.

Last column: Mulliken charge in e.
Atoms and positions in Å:
1 C -2.61886 -0.10660 -1.00192  -1.003
2 C -1.87290 -1.00365 0.00901  -0.428
3 C -0.65853 -0.35039 0.70063  -0.327
4 C 0.67432 -0.46389 0.73783  -0.341
5 C 1.50041 0.76010 0.51462  -0.099
6 C 2.79593 0.60273 0.29070  -0.248
7 O 3.70254 1.60758 0.32947  -0.481
8 H -2.87455 0.88371 -0.63026  0.355
9 H -1.90403 -0.05006 -1.88990  0.246
10 H -3.50315 -0.67408 -1.24504  0.303
11 H -2.57049 -1.40187 0.75429  0.301
12 H -1.52345 -1.88787 -0.50967  0.301
13 H -1.08326 0.64491 0.94629  0.207
14 H 1.27087 -1.35996 0.67511  0.307
15 H 1.04689 1.74726 0.55496  0.319
16 H 3.16508 -0.38694 0.01091  0.242
17 H 4.45316 1.43902 -0.24701  0.348

Forces on the atoms, in the same order (eV/Å):
C 2.1 -0.7 -0.4
C 0.9 -1.3 1.4
C -2.0 1.6 -0.8
C -0.1 1.3 -1.4
C -0.5 -0.6 1.5
C 0.3 -0.6 -0.4
O 0.0 0.6 -0.3
H 0.1 0.0 0.0
H -1.3 0.3 0.9
H -0.4 0.2 -0.5
H -0.1 0.3 0.1
H 0.0 -0.3 -0.3
H 1.0 0.0 -0.1
H -0.3 -0.6 -0.4
H 0.1 -0.1 0.3
H 0.2 0.1 0.4
H 0.0 -0.2 0.0

SMILES: CC/C=C/C=C/O
Strongest force on any atom in eV Å⁻¹: 2.63
HOMO-LUMO gap in Eh: 0.3169
Energy above the lowest of the compared OMol25 structures with the same formula, charge and spin in kJ/mol: 191.62
Total charge: 0

# 3
ORCA calculation (the ωB97M-V functional and the def2-TZVPD basis) on a structure of composition C6H10O.

Last column: Mulliken charge in e.
Atoms and positions in Å:
1 C 0.85625 0.69898 -1.40089  -0.949
2 C 1.21371 -0.48662 -0.78340  -0.057
3 C 1.26785 -0.68675 0.69491  -0.479
4 C -0.12562 -1.15454 0.46703  -0.166
5 C -1.29458 -0.40679 0.55449  -0.646
6 C -1.39534 0.86354 1.29333  0.097
7 O -0.46487 1.58855 1.59244  -0.498
8 H 0.94254 1.63134 -0.84839  0.319
9 H -0.66955 0.74639 -1.35926  -0.182
10 H 0.95880 0.77472 -2.47988  0.350
11 H 1.41675 -1.35594 -1.40266  0.326
12 H 1.95867 -1.45921 1.03262  0.302
13 H 1.34609 0.23182 1.26995  0.301
14 H -0.23605 -2.19286 0.16551  0.338
15 H -2.23708 -0.92979 0.40307  0.388
16 H -1.31235 0.46678 -0.83775  0.246
17 H -2.43139 1.15787 1.56221  0.309

Forces on the atoms, in the same order (eV/Å):
C 0.2 0.0 0.1
C 0.1 0.1 -0.2
C 0.0 0.0 0.1
C -0.3 -0.1 0.1
C 0.2 -0.1 0.1
C 0.2 0.1 0.0
O -0.3 -0.3 -0.1
H -0.1 -0.1 -0.1
H -0.1 0.0 0.0
H -0.1 0.0 0.1
H -0.1 0.1 0.1
H -0.1 0.1 -0.1
H 0.0 -0.1 -0.1
H 0.0 0.1 0.0
H 0.1 0.1 0.0
H 0.0 0.1 0.0
H 0.1 0.0 0.0

Strongest force on any atom in eV Å⁻¹: 0.43
HOMO-LUMO gap in Eh: 0.3545
Energy above the lowest of the compared OMol25 structures with the same formula, charge and spin in kJ/mol: 350.19
Total charge: 0

# 4
ORCA calculation (the ωB97M-V functional and the def2-TZVPD basis) on an isolated molecule of C6H10O at a distorted geometry.

Last column: Mulliken charge in e.
Atoms and positions in Å:
1 C -1.86742 -0.12273 1.22272  -0.629
2 C -1.67365 0.71227 -0.01503  -0.581
3 C -0.99006 -0.61257 0.10946  -0.122
4 C 0.52287 -0.75458 0.21804  -0.041
5 C 1.34956 -0.40470 -1.02472  -0.602
6 C 1.94080 0.76377 -0.28661  -0.489
7 O 1.32566 0.22579 0.96772  -0.492
8 H -1.36941 0.20419 2.12942  0.246
9 H -2.83537 -0.59753 1.37662  0.270
10 H -2.50069 0.80263 -0.71470  0.264
11 H -1.04883 1.59548 0.07154  0.189
12 H -1.41205 -1.42048 -0.49852  0.377
13 H 0.72087 -1.75079 0.64537  0.404
14 H 2.16392 -1.13361 -1.07820  0.284
15 H 1.03164 -0.13585 -2.02548  0.357
16 H 2.97938 0.81165 -0.81439  0.252
17 H 1.66279 1.81705 -0.28323  0.313

Forces on the atoms, in the same order (eV/Å):
C 0.0 0.0 0.2
C 0.0 0.2 -0.1
C 0.2 0.1 0.0
C 0.1 0.0 -0.2
C 0.0 -0.1 -0.5
C 0.4 0.3 -0.7
O 0.7 0.0 -0.2
H -0.1 0.0 -0.1
H 0.3 0.1 -0.1
H 0.2 0.0 0.1
H -0.1 -0.1 0.0
H 0.3 0.2 0.2
H 0.1 0.2 -0.3
H -0.2 0.0 -0.3
H -0.9 -0.6 -0.1
H -0.2 -0.2 2.8
H -0.9 -0.1 -0.7

SMILES: C1C[C@H](C2CC2)O1
Strongest force on any atom in eV Å⁻¹: 2.81
HOMO-LUMO gap in Eh: 0.3903
Energy above the lowest of the compared OMol25 structures with the same formula, charge and spin in kJ/mol: 280.42
Total charge: 0

# 5
ORCA calculation (the ωB97M-V functional and the def2-TZVPD basis) on an isolated molecule of C6H10O at a distorted geometry.

Last column: Mulliken charge in e.
Atoms and positions in Å:
1 C 0.14605 -1.05734 -0.63583  -0.028
2 C 1.49046 -1.56667 -0.73204  -0.220
3 C 0.09979 0.53188 -0.47560  0.034
4 C -0.15651 -0.37824 0.69223  -0.098
5 C 1.19600 1.54538 -0.68525  -1.589
6 C -1.61243 -0.40063 1.31655  -1.167
7 O 2.36070 -1.30294 0.08800  -0.532
8 H -0.77290 -1.54073 -1.15555  0.344
9 H 1.63312 -2.29227 -1.53350  0.368
10 H -0.75936 0.69712 -1.05999  0.359
11 H 0.71507 -0.43828 1.24999  0.508
12 H 1.41140 1.55076 -1.66470  0.429
13 H 1.98297 1.21904 -0.11867  0.377
14 H 0.95016 2.60016 -0.42178  0.340
15 H -2.25378 -0.07092 0.46891  0.237
16 H -1.80828 0.18854 2.16041  0.377
17 H -1.70055 -1.50513 1.65184  0.259

Forces on the atoms, in the same order (eV/Å):
C -1.9 0.7 0.2
C 0.5 -0.9 1.2
C -0.8 -1.1 0.2
C -2.2 1.9 -1.1
C -2.5 0.3 2.2
C 2.0 -3.1 -2.1
O -0.2 -0.1 -1.1
H 2.1 0.9 0.5
H 0.6 -0.1 -0.4
H -1.3 1.0 -0.2
H 1.1 -0.2 1.8
H 1.2 0.1 -3.6
H 2.5 -0.4 1.3
H -0.3 -0.9 0.2
H -0.1 -0.7 0.8
H 0.2 1.1 1.1
H -0.7 1.7 -0.7

SMILES: C[C@H]1C(C=O)[C@@H]1C
Strongest force on any atom in eV Å⁻¹: 4.25
HOMO-LUMO gap in Eh: 0.3879
Energy above the lowest of the compared OMol25 structures with the same formula, charge and spin in kJ/mol: 174.40
Total charge: 0

# 6
ORCA calculation (the ωB97M-V functional and the def2-TZVPD basis) on a structure of composition C6H10O at a distorted geometry.

Last column: Mulliken charge in e.
Atoms and positions in Å:
1 O 0.79839 2.06015 0.53087  -0.569
2 C -0.42805 1.31369 0.50568  0.300
3 C -0.57282 0.87783 -0.99824  -0.611
4 C 0.09735 -0.48897 -1.15841  -0.523
5 C 0.77339 -1.40172 -0.15764  -0.599
6 C -0.04462 -1.13260 1.09466  -0.130
7 C -0.44915 0.12666 1.46138  -0.743
8 H 1.41146 1.62979 1.13452  0.365
9 H -1.26886 2.01924 0.69870  0.285
10 H -0.03839 1.61086 -1.62617  0.285
11 H -1.62270 0.83333 -1.35261  0.336
12 H 0.77798 -0.75174 -2.36944  0.153
13 H -0.85756 -1.27518 -1.31232  0.137
14 H 0.71320 -2.46061 -0.48407  0.341
15 H 1.84564 -1.19884 -0.05896  0.294
16 H -0.01780 -1.99997 1.77323  0.363
17 H -1.11746 0.23809 2.31882  0.317

Forces on the atoms, in the same order (eV/Å):
O 0.0 -0.1 0.5
C -0.3 0.2 -1.4
C 1.0 -0.2 0.7
C -1.6 -4.9 -6.1
C -0.1 1.2 0.7
C 1.7 0.9 1.3
C -1.0 -1.7 -1.1
H -0.1 0.0 0.1
H 0.6 -0.4 0.3
H -0.3 -0.1 0.5
H 0.6 0.0 0.4
H -2.2 1.4 3.5
H 2.0 2.2 -0.3
H -0.2 0.7 0.2
H -0.1 0.2 0.5
H -0.8 0.7 0.1
H 0.6 0.0 0.1

Strongest force on any atom in eV Å⁻¹: 8.02
HOMO-LUMO gap in Eh: 0.3834
Energy above the lowest of the compared OMol25 structures with the same formula, charge and spin in kJ/mol: 250.84
Total charge: 0

# 7
ORCA calculation (the ωB97M-V functional and the def2-TZVPD basis) on an isolated molecule of C6H10O.

Last column: Mulliken charge in e.
Atoms and positions in Å:
1 C 2.08127 -0.68748 -0.36152  -1.125
2 C 1.39166 -0.41953 0.94591  -0.054
3 C 0.07761 -0.43192 1.17053  -0.275
4 C -0.99440 -0.72446 0.14406  -0.892
5 C -1.20404 0.42237 -0.84903  -0.449
6 C -1.55698 1.73450 -0.19480  0.005
7 O -1.79732 1.87393 0.98077  -0.466
8 H 2.56929 0.22284 -0.73310  0.254
9 H 1.39000 -1.03768 -1.13477  0.274
10 H 2.86845 -1.44086 -0.24590  0.346
11 H -0.27756 -0.17197 2.16501  0.358
12 H -1.93991 -0.92034 0.65974  0.315
13 H -0.74874 -1.63393 -0.41932  0.373
14 H -0.30622 0.58776 -1.46078  0.249
15 H -2.00999 0.19244 -1.56365  0.372
16 H -1.59300 2.60766 -0.88247  0.354
17 H 2.04987 -0.17334 1.77931  0.361

Forces on the atoms, in the same order (eV/Å):
C 0.0 0.0 -0.1
C -0.1 0.0 0.1
C 0.2 0.0 0.0
C 0.0 -0.1 0.0
C 0.0 0.0 0.0
C -0.1 0.0 0.3
O 0.1 -0.1 -0.5
H -0.1 -0.1 0.0
H 0.1 0.0 0.1
H -0.1 0.1 0.0
H 0.1 -0.1 -0.1
H 0.1 0.0 -0.1
H 0.0 0.2 0.1
H -0.1 0.0 0.1
H 0.1 0.1 0.1
H 0.0 -0.1 0.1
H -0.1 0.0 -0.1

SMILES: C/C=C\CCC=O
Strongest force on any atom in eV Å⁻¹: 0.52
HOMO-LUMO gap in Eh: 0.3737
Energy above the lowest of the compared OMol25 structures with the same formula, charge and spin in kJ/mol: 48.57
Total charge: 0

# 8
ORCA calculation (the ωB97M-V functional and the def2-TZVPD basis) on a cluster of 2 separate species, C6H10O in total.

Last column: Mulliken charge in e.
Atoms and positions in Å:
1 O 1.32264 -1.33465 1.66793  -0.527
2 C 1.43368 -1.11191 0.48673  -0.178
3 C 1.41359 0.26721 -0.13487  -0.481
4 C 0.40425 1.21736 0.53324  -0.479
5 C -0.89116 1.34848 -0.21797  -0.076
6 C -0.55245 -2.01056 -0.79174  -0.442
7 C -2.09894 1.10709 0.28263  -0.804
8 H 1.70186 -1.94242 -0.22063  0.445
9 H 2.43557 0.65566 -0.01852  0.350
10 H 1.23114 0.17071 -1.21037  0.307
11 H 0.85529 2.21449 0.61513  0.265
12 H 0.21880 0.86546 1.55400  0.340
13 H -0.80680 1.70263 -1.24811  0.281
14 H -0.60547 -2.14796 -1.89528  0.233
15 H -0.83171 -3.01279 -0.39980  0.243
16 H -3.00112 1.26255 -0.30409  0.270
17 H -2.22916 0.74866 1.30172  0.254

Forces on the atoms, in the same order (eV/Å):
O 0.0 0.1 -0.5
C 0.1 0.0 0.3
C 0.0 0.0 0.0
C 0.0 0.1 0.1
C -0.1 0.0 0.0
C -0.2 -0.5 -0.3
C 0.1 0.0 0.0
H -0.1 0.1 0.1
H -0.1 -0.1 0.0
H 0.0 0.0 0.1
H -0.1 -0.1 0.0
H 0.0 0.1 -0.1
H 0.0 -0.1 0.1
H 0.1 0.1 0.2
H 0.1 0.3 0.1
H 0.2 0.0 0.1
H 0.1 0.1 -0.1

Strongest force on any atom in eV Å⁻¹: 0.60
HOMO-LUMO gap (spin up / spin down) in Eh: 0.2971 / 0.3034
Energy above the lowest of the compared OMol25 structures with the same formula, charge and spin in kJ/mol: 529.49
Total charge: 0

Question: Which formula does entry 8 have?
Answer: C6H10O